[1]
DFT (ωB97M-V/def2-TZVPD) results for one molecule with the formula C7H10 at a distorted geometry.

Positions of all 17 atoms, in Å:
C -1.3072 -1.4547 1.2007
C -0.8342 -0.3676 1.7597
C -0.2125 0.7753 1.7171
C 0.2241 0.9203 0.0337
C 1.7216 0.6056 -0.1521
C -0.7173 0.1078 -0.8221
C -0.2895 -0.4967 -1.9294
H -0.6580 -2.3091 1.0523
H -2.3618 -1.5750 0.9878
H 0.0043 1.3556 2.6504
H 0.0472 1.9260 -0.3930
H 2.1763 0.9207 -1.1074
H 2.2344 1.1548 0.6346
H 1.9388 -0.4624 -0.0305
H -1.7703 0.3761 -0.7353
H -0.9374 -0.6259 -2.7900
H 0.7423 -0.8158 -2.0493

Cartesian forces (eV/Å) of the 2 atoms listed first:
C -0.2 -0.4 1.0
C 0.1 -0.1 -0.5

Summary:
Frontier orbital gap   10.17 eV
ΔE to the lowest compared entry with this formula, charge and spin   87.6 kcal per mole
E_HOMO   -0.334 Eh
SMILES   C=C=C[C@@H](C)C=C
Electronic energy   -272.5783 hartree

=====

[2]
DFT (ωB97M-V/def2-TZVPD) results for a 14-piece molecular cluster, C33H56Cl18O15 overall at a distorted geometry.

Positions of all 122 atoms, in Å:
C -19.1095 11.1259 -2.8375
C -19.3712 12.0754 -3.9557
O -19.9939 13.1418 -3.3310
C -20.3406 12.9184 -2.0794
O -21.2067 13.5042 -1.4846
O -19.7812 11.7685 -1.7103
H -18.0262 11.0478 -2.7454
H -19.5172 10.1941 -3.2293
H -20.0589 11.6783 -4.7024
H -18.3985 12.3392 -4.3709
C -16.4369 2.9326 1.2001
C -16.8548 3.5963 -0.0372
O -15.7946 4.3918 -0.4916
C -14.7487 4.2081 0.2158
O -13.6877 4.8689 0.1651
O -15.0746 3.3693 1.2852
H -16.3492 1.8477 1.1419
H -17.0295 3.1994 2.0752
H -17.7001 4.1759 0.3337
H -17.0576 2.9187 -0.8666
C -10.9662 7.5371 -0.8745
C -10.6581 6.6490 0.3810
O -10.2656 5.4678 -0.2440
C -10.8737 5.3334 -1.4460
O -10.9907 4.2985 -2.1613
O -11.2537 6.5638 -1.8681
H -10.2189 8.2447 -1.2334
H -11.8077 8.1756 -0.6055
H -11.5616 6.4331 0.9512
H -9.9483 7.0373 1.1114
C -17.8654 8.6821 -5.9573
C -17.9999 9.9823 -6.7828
O -17.3145 9.6495 -7.9514
C -16.6823 8.5067 -7.8389
O -15.9629 8.0472 -8.7274
O -16.9802 7.8914 -6.6620
H -18.7870 8.1669 -5.6868
H -17.3852 8.9617 -5.0196
H -17.5252 10.8043 -6.2470
H -19.0449 10.2754 -6.8841
C -14.6884 6.9546 5.2361
C -13.5748 7.8628 5.8137
O -13.4300 8.7538 4.7494
C -14.3149 8.6506 3.8011
O -14.3189 9.2834 2.7845
O -15.1682 7.6379 4.0689
H -15.5241 6.8491 5.9280
H -14.4501 5.9748 4.8221
H -12.7166 7.2403 6.0669
H -13.8045 8.3103 6.7807
Cl -15.5807 13.6781 0.0810
C -14.2284 14.3583 1.0933
C -12.8377 13.7569 0.7021
Cl -12.1213 14.5059 -0.7716
H -14.3881 14.2604 2.1671
H -14.2844 15.4422 0.9935
H -12.9331 12.6743 0.6188
H -12.1815 13.8919 1.5619
Cl -20.0775 2.1530 -7.6906
C -20.8730 3.0070 -6.3697
C -20.3794 4.4672 -6.3720
Cl -20.5800 5.1476 -4.7079
H -20.6189 2.4846 -5.4475
H -21.9122 2.6861 -6.4419
H -21.1742 4.9099 -6.9724
H -19.3785 4.4745 -6.8036
Cl -18.1568 10.6908 2.9183
C -16.7699 11.7650 3.3717
C -16.8415 11.8987 4.8398
Cl -15.3048 12.6473 5.3636
H -16.7657 12.6280 2.7058
H -15.7947 11.2984 3.2330
H -16.8211 10.9686 5.4077
H -17.6517 12.5300 5.2048
Cl -21.0808 8.0721 5.2397
C -20.9310 6.7775 6.4310
C -19.5178 6.9266 6.9831
Cl -19.0981 5.7634 8.2377
H -21.2446 5.8440 5.9637
H -21.5763 7.0425 7.2685
H -19.1938 7.9399 7.2205
H -18.7360 6.5916 6.3015
Cl -14.7777 11.8398 -5.4545
C -13.8537 12.2463 -3.9364
C -14.5861 13.2128 -2.9472
Cl -15.1108 14.7048 -3.8154
H -12.8576 12.6712 -4.0602
H -13.8063 11.2588 -3.4774
H -14.0149 13.5367 -2.0772
H -15.4592 12.7255 -2.5132
Cl -16.3467 9.0635 -1.2867
C -17.3722 9.0832 0.1911
C -17.5506 7.5550 0.5455
Cl -18.7302 6.7107 -0.5802
H -18.3027 9.6475 0.1291
H -16.7886 9.5767 0.9682
H -17.9492 7.6431 1.5561
H -16.6257 6.9851 0.6347
Cl -14.0220 6.0285 -5.6737
C -13.9504 6.0428 -3.9581
C -15.2257 6.7959 -3.4735
Cl -16.7266 5.8885 -3.8405
H -13.0426 6.5533 -3.6367
H -13.7892 5.0251 -3.6025
H -15.2856 7.8371 -3.7904
H -15.1945 6.8992 -2.3889
Cl -22.8812 10.0841 1.7349
C -23.4114 11.3882 0.7402
C -23.2235 11.0165 -0.7256
Cl -24.5703 9.9782 -1.2635
H -23.0563 12.3877 0.9914
H -24.4905 11.5110 0.8319
H -22.2689 10.6583 -1.1111
H -23.4286 11.8489 -1.3988
Cl -21.1310 4.9531 1.6391
C -22.0412 6.4857 1.2526
C -22.0990 6.7711 -0.2326
Cl -22.4433 5.3505 -1.2647
H -21.5946 7.3481 1.7473
H -23.0635 6.4748 1.6307
H -21.2328 7.3206 -0.6010
H -22.8951 7.5046 -0.3601

Cartesian forces (eV/Å) of the 2 atoms listed first:
C 0.1 0.1 -0.3
C 0.5 0.0 -0.7

Summary:
Frontier orbital gap   9.65 eV
E_HOMO   -0.364 Eh
Electronic energy   -10702.9929 hartree

=====

[3]
DFT (ωB97M-V/def2-TZVPD) results for C24H34AuBGeN4S2SiTe as an isolated structure at a distorted geometry.

Positions of all 69 atoms, in Å:
Au 0.8862 0.2217 0.0005
C -1.7329 -4.1534 0.8799
N -0.8568 -3.4751 1.7907
C -0.9200 -3.5471 3.1546
C 0.1581 -2.8782 3.6303
N 0.8891 -2.3999 2.5832
B 2.3956 -1.9914 2.7093
N 2.6184 -0.4689 2.9452
C 2.6365 0.1587 4.1594
C 3.3433 1.3103 4.0465
N 3.7671 1.3955 2.7485
C 4.6550 2.3747 2.1826
C 3.2937 0.3134 2.0908
S 3.5117 0.0956 0.4252
C 0.2467 -2.7580 1.4616
S 0.6000 -2.3778 -0.1550
H -2.7283 -4.2153 1.3161
H -1.3634 -5.1622 0.6806
H -1.7668 -3.6067 -0.0617
H -1.7252 -4.0440 3.6562
H 0.4625 -2.7110 4.6412
H 2.9410 -2.2865 1.7012
H 2.8225 -2.5492 3.6715
H 2.1514 -0.2705 5.0118
H 3.5665 2.0733 4.7622
H 5.1465 2.9248 2.9821
H 4.1081 3.0719 1.5426
H 5.3966 1.8610 1.5673
Te -1.8327 -0.2671 0.7471
Ge 1.0331 2.6698 -0.0296
C 2.0169 3.4672 -1.5503
C 3.2362 2.8802 -1.8595
C 4.0719 3.4311 -2.8101
C 3.6960 4.5859 -3.4747
C 2.4649 5.1546 -3.2069
C 1.6305 4.5954 -2.2553
C -0.1988 3.9718 0.8497
C -0.2010 3.8911 2.2365
C -0.7707 4.8711 3.0214
C -1.3622 5.9719 2.4233
C -1.4229 6.0406 1.0427
C -0.8671 5.0365 0.2653
H 2.1032 2.8993 1.0553
H 3.5266 1.9812 -1.3340
H 5.0112 2.9510 -3.0371
H 4.3540 5.0417 -4.1989
H 2.1476 6.0347 -3.7480
H 0.6778 5.0621 -2.0534
H 0.2805 3.0390 2.6988
H -0.7293 4.7912 4.0977
H -1.7648 6.7705 3.0303
H -1.8866 6.8943 0.5665
H -0.9518 5.0993 -0.8106
C -4.5975 2.4065 -2.3451
Si -3.0940 1.2674 -2.0529
C -1.5591 1.7823 -3.0600
C -3.5494 -0.5350 -2.4971
C -2.6874 1.4709 -0.1930
H -4.8519 2.4993 -3.3955
H -4.4119 3.4054 -1.9627
H -5.4741 2.0245 -1.8294
H -1.7730 1.8319 -4.1244
H -0.7464 1.0716 -2.9249
H -1.1857 2.7569 -2.7565
H -3.9448 -0.5897 -3.5084
H -4.3052 -0.9421 -1.8286
H -2.6799 -1.1881 -2.4507
H -3.5843 1.7028 0.3700
H -1.9913 2.2929 -0.0536

Cartesian forces (eV/Å) of the 2 atoms listed first:
Au -0.7 -1.3 0.6
C -0.3 -0.3 -0.4

Summary:
Frontier orbital gap   5.53 eV
ΔE to the lowest compared entry with this formula, charge and spin   11.8 kcal per mole
E_HOMO   -0.266 Eh
Electronic energy   -4745.3798 hartree

=====

[4]
DFT (ωB97M-V/def2-TZVPD) results for one molecule with the formula C5H8N4O2 at a distorted geometry.

Positions of all 19 atoms, in Å:
N -1.1009 0.1042 -2.1761
C -1.5224 0.9580 -1.2122
O -2.6291 1.4489 -1.1123
C -0.4262 1.3548 -0.1878
O -1.0818 2.0029 0.8149
C 0.5575 0.1266 0.5474
N 1.7284 0.5798 1.2700
C 2.2160 -0.6430 1.7588
N 1.5595 -1.6894 1.3667
C 0.5192 -1.2136 0.5711
N -0.2029 -2.1121 -0.2354
H -0.3728 -0.5299 -1.8422
H -1.7193 -0.3306 -2.8517
H 0.1823 1.9524 -0.8017
H -1.9505 2.2678 0.2809
H 2.0524 1.4611 1.4788
H 3.0495 -0.6728 2.4314
H -1.1972 -2.0805 0.0477
H 0.3384 -2.9847 -0.1483

Cartesian forces (eV/Å) of the 2 atoms listed first:
N 0.5 -0.5 0.2
C 0.5 -1.6 -0.2

Summary:
Frontier orbital gap   9.36 eV
ΔE to the lowest compared entry with this formula, charge and spin   40.0 kcal per mole
E_HOMO   -0.314 Eh
SMILES   NC(=O)[C@@H](O)c1[nH]cnc1N
Electronic energy   -564.8181 hartree

=====

[5]
DFT (ωB97M-V/def2-TZVPD) results for one molecule with the formula C4H8O2 at a distorted geometry.

Positions of all 14 atoms, in Å:
O 1.3509 -0.0224 1.4186
C 1.5167 0.4684 0.1233
C 0.3084 0.1038 -0.7149
C -1.0361 0.6143 -0.1987
C -1.3507 -0.8165 0.1322
O -0.0302 -1.2791 -0.4341
H 1.0155 -0.9393 1.1719
H 1.6225 1.5520 0.1692
H 2.4261 0.0410 -0.3217
H 0.4940 0.2777 -1.7790
H -1.6981 1.0541 -0.9391
H -0.9681 1.2697 0.6647
H -2.1085 -1.2908 -0.4826
H -1.5424 -1.0331 1.1903

Cartesian forces (eV/Å) of the 2 atoms listed first:
O -0.7 -1.8 -0.2
C 0.3 0.5 -0.5

Summary:
Frontier orbital gap   11.00 eV
ΔE to the lowest compared entry with this formula, charge and spin   48.1 kcal per mole
E_HOMO   -0.366 Eh
SMILES   OC[C@@H]1CCO1
Electronic energy   -307.6357 hartree